Density functional theory data (ωB97M-V with the def2-TZVPD basis set) for a 11-piece molecular cluster, C8H38N16O11 overall in a non-equilibrium geometry.

Last columns: bonded neighbours and bond lengths (Å).
CARTESIAN COORDINATES (ANGSTROEM)
1 O -10.77506 32.72581 2.39695  H2 0.957, H3 0.957
2 H -10.92217 32.51599 1.47469  O1 0.957
3 H -11.65379 32.81162 2.76667  O1 0.957
4 O -10.50664 30.06711 -0.52399  H5 0.957, H6 0.957
5 H -10.51320 31.01422 -0.66246  O4 0.957
6 H -11.28082 29.89769 0.01281  O4 0.957
7 O -11.28265 29.24770 -3.54874  H8 0.957, H9 0.957
8 H -11.21992 30.13335 -3.19108  O7 0.957
9 H -10.48631 29.14213 -4.06926  O7 0.957
10 C -11.90746 32.56704 -2.75420  O11 1.171, N12 1.252, N13 1.271
11 O -12.47702 32.72582 -1.74355  C10 1.171
12 N -10.71939 32.17129 -2.77039  C10 1.252, H14 1.010, H15 1.010
13 N -12.40381 32.78815 -3.90334  C10 1.271, H16 1.010, H17 1.010
14 H -10.19086 32.31370 -1.92158  N12 1.010
15 H -10.33132 32.11326 -3.70106  N12 1.010
16 H -13.28408 33.25183 -4.07719  N13 1.010
17 H -11.89947 32.63554 -4.76500  N13 1.010
18 C -13.37694 30.66543 1.48790  O19 1.202, N20 1.339, N21 1.318
19 O -12.42693 30.06650 1.05928  C18 1.202
20 N -14.09226 30.24113 2.53681  C18 1.339, H22 1.010, H23 1.010
21 N -13.85862 31.71262 0.84836  C18 1.318, H24 1.010, H25 1.010
22 H -14.76096 30.81445 3.03101  N20 1.010
23 H -13.97720 29.29845 2.88063  N20 1.010
24 H -13.47356 31.88752 -0.06883  N21 1.010
25 H -14.71196 32.09067 1.23438  N21 1.010
26 C -8.40132 32.62435 0.08750  O27 1.230, N28 1.253, N29 1.275
27 O -9.54196 32.63290 -0.37153  C26 1.230
28 N -8.16726 32.51211 1.31375  C26 1.253, H30 1.010, H31 1.010
29 N -7.37996 32.54281 -0.67183  C26 1.275, H32 1.010, H33 1.010
30 H -7.26705 32.91981 1.52235  N28 1.010
31 H -8.96598 32.69292 1.90489  N28 1.010
32 H -7.47907 32.52170 -1.67673  N29 1.010
33 H -6.47907 32.42401 -0.23093  N29 1.010
34 C -14.79159 29.11164 -2.47114  O35 1.189, N36 1.357, N37 1.325
35 O -15.93674 29.41882 -2.38572  C34 1.189
36 N -14.08138 28.92325 -1.33000  C34 1.357, H38 1.010, H39 1.010
37 N -14.08987 29.13942 -3.59492  C34 1.325, H40 1.010, H41 1.010
38 H -14.47411 29.23261 -0.45241  N36 1.010
39 H -13.08426 28.76244 -1.32969  N36 1.010
40 H -14.51507 29.56242 -4.40755  N37 1.010
41 H -13.08478 29.10632 -3.50110  N37 1.010
42 C -13.08662 26.60247 2.28297  O43 1.240, N44 1.298, N45 1.263
43 O -13.68247 27.26576 3.14516  C42 1.240
44 N -12.46790 27.12156 1.26711  C42 1.298, H46 1.010, H47 1.010
45 N -13.19683 25.34605 2.21960  C42 1.263, H48 1.010, H49 1.010
46 H -12.44726 26.58365 0.41252  N44 1.010
47 H -12.45094 28.12319 1.13847  N44 1.010
48 H -13.99890 24.94111 2.68089  N45 1.010
49 H -12.61673 24.93502 1.50221  N45 1.010
50 C -7.11320 30.26002 -2.69431  O51 1.202, N52 1.319, N53 1.323
51 O -7.71425 30.73451 -3.62031  C50 1.202
52 N -5.79569 30.28685 -2.64181  C50 1.319, H54 1.010, H55 1.010
53 N -7.61547 29.69954 -1.60612  C50 1.323, H56 1.010, H57 1.010
54 H -5.33262 29.62240 -2.03834  N52 1.010
55 H -5.28919 30.62176 -3.44889  N52 1.010
56 H -8.61935 29.75162 -1.50803  N53 1.010
57 H -7.09676 29.32991 -0.82228  N53 1.010
58 C -8.50224 26.45165 1.29721  O59 1.238, N60 1.286, N61 1.318
59 O -7.77285 25.81697 0.52423  C58 1.238
60 N -8.98023 27.62004 1.05362  C58 1.286, H62 1.010, H63 1.010
61 N -9.07938 25.96055 2.37552  C58 1.318, H64 1.010, H65 1.010
62 H -8.57875 28.17317 0.31000  N60 1.010
63 H -9.80849 27.80306 1.60188  N60 1.010
64 H -9.61595 26.49994 3.03978  N61 1.010
65 H -8.75408 25.04017 2.63468  N61 1.010
66 C -11.84980 26.08758 -1.63174  O67 1.217, N68 1.268, N69 1.321
67 O -12.27231 25.13722 -0.99980  C66 1.217
68 N -10.77978 26.70553 -1.34793  C66 1.268, H70 1.010, H71 1.010
69 N -12.33530 26.46309 -2.80177  C66 1.321, H72 1.010, H73 1.010
70 H -10.58348 27.55827 -1.85229  N68 1.010
71 H -10.11879 26.42187 -0.63888  N68 1.010
72 H -11.92319 27.22636 -3.31916  N69 1.010
73 H -13.11939 25.92432 -3.14093  N69 1.010

Results
**E**: -2031.6184 hartree
**SMILES string**: NC(N)=O.NC(N)=O.NC(N)=O.NC(N)=O.NC(N)=O.NC(N)=O.NC(N)=O.NC(N)=O.O.O.O


Density functional theory data (ωB97M-V with the def2-TZVPD basis set) for a 2-piece molecular cluster, C6H10BF4N2O2S overall in a non-equilibrium geometry.

Last columns: bonded neighbours and bond lengths (Å).
CARTESIAN COORDINATES (ANGSTROEM)
1 N -2.44739 -0.05161 -1.89316  C2 1.459, H12 1.011, H13 1.011
2 C -3.25780 -0.78606 -0.92726  N1 1.459, C3 1.527, H14 1.091, H15 1.090
3 C -2.71223 -2.13727 -0.47157  C2 1.527, C4 1.538, H16 1.088, H17 1.093
4 C -1.63963 -2.03588 0.62552  C3 1.538, C5 1.507, H18 1.086, H19 1.085
5 C -0.45567 -1.25422 0.11769  C4 1.507, O6 1.201, O7 1.357
6 O 0.24698 -1.65760 -0.76860  C5 1.201
7 O -0.31243 -0.05283 0.73112  C5 1.357, C8 1.426
8 C 1.01645 0.36785 1.03012  O7 1.426, N9 1.451, H20 1.088, H21 1.084
9 N 1.75477 0.81158 -0.13706  C8 1.451, C10 1.212
10 C 2.82254 0.30346 -0.40101  N9 1.212, S11 1.559
11 S 4.16410 -0.33229 -0.87812  C10 1.559
12 H -1.74843 0.52307 -1.44320  N1 1.011
13 H -1.97255 -0.67876 -2.52767  N1 1.011
14 H -4.24764 -0.93656 -1.36119  C2 1.091
15 H -3.41050 -0.15423 -0.05207  C2 1.090
16 H -2.35536 -2.73796 -1.30600  C3 1.088
17 H -3.54448 -2.68734 -0.02586  C3 1.093
18 H -2.09017 -1.52695 1.47282  C4 1.086
19 H -1.30844 -3.03989 0.87118  C4 1.085
20 H 1.54834 -0.40456 1.58263  C8 1.088
21 H 0.90657 1.22724 1.68191  C8 1.084
22 B 3.80935 3.45256 0.81255  F23 1.420, F24 1.406, F25 1.413, F26 1.406
23 F 3.47892 2.32819 1.61500  B22 1.420
24 F 5.00087 4.02362 1.29258  B22 1.406
25 F 3.98671 3.04262 -0.52779  B22 1.413
26 F 2.76715 4.39382 0.88746  B22 1.406

Results
**E**: -1317.4341 hartree
**Net charge**: -1


The highest E belongs to which entry? C6H10BF4N2O2S


Which formula does entry 1 have? C8H38N16O11


What is the formula in the second record? C6H10BF4N2O2S


Repeat the second record exactly.
Density functional theory data (ωB97M-V with the def2-TZVPD basis set) for a 2-piece molecular cluster, C6H10BF4N2O2S overall in a non-equilibrium geometry.

Last columns: bonded neighbours and bond lengths (Å).
CARTESIAN COORDINATES (ANGSTROEM)
1 N -2.44739 -0.05161 -1.89316  C2 1.459, H12 1.011, H13 1.011
2 C -3.25780 -0.78606 -0.92726  N1 1.459, C3 1.527, H14 1.091, H15 1.090
3 C -2.71223 -2.13727 -0.47157  C2 1.527, C4 1.538, H16 1.088, H17 1.093
4 C -1.63963 -2.03588 0.62552  C3 1.538, C5 1.507, H18 1.086, H19 1.085
5 C -0.45567 -1.25422 0.11769  C4 1.507, O6 1.201, O7 1.357
6 O 0.24698 -1.65760 -0.76860  C5 1.201
7 O -0.31243 -0.05283 0.73112  C5 1.357, C8 1.426
8 C 1.01645 0.36785 1.03012  O7 1.426, N9 1.451, H20 1.088, H21 1.084
9 N 1.75477 0.81158 -0.13706  C8 1.451, C10 1.212
10 C 2.82254 0.30346 -0.40101  N9 1.212, S11 1.559
11 S 4.16410 -0.33229 -0.87812  C10 1.559
12 H -1.74843 0.52307 -1.44320  N1 1.011
13 H -1.97255 -0.67876 -2.52767  N1 1.011
14 H -4.24764 -0.93656 -1.36119  C2 1.091
15 H -3.41050 -0.15423 -0.05207  C2 1.090
16 H -2.35536 -2.73796 -1.30600  C3 1.088
17 H -3.54448 -2.68734 -0.02586  C3 1.093
18 H -2.09017 -1.52695 1.47282  C4 1.086
19 H -1.30844 -3.03989 0.87118  C4 1.085
20 H 1.54834 -0.40456 1.58263  C8 1.088
21 H 0.90657 1.22724 1.68191  C8 1.084
22 B 3.80935 3.45256 0.81255  F23 1.420, F24 1.406, F25 1.413, F26 1.406
23 F 3.47892 2.32819 1.61500  B22 1.420
24 F 5.00087 4.02362 1.29258  B22 1.406
25 F 3.98671 3.04262 -0.52779  B22 1.413
26 F 2.76715 4.39382 0.88746  B22 1.406

Results
**E**: -1317.4341 hartree
**Net charge**: -1